Molecular formula: C4H12
Method: DFT, ωB97M-V with the def2-TZVPD basis set

Last column: Löwdin charge in e.
Positions of all 16 atoms, in Å:
C (-0.552, 2.425, 0.598)  -0.20
C (-1.298, 1.133, 1.168)  -0.17
H (-0.750, 3.413, 1.177)  0.08
H (0.530, 2.138, 0.662)  0.06
H (-0.888, 2.699, -0.449)  0.06
H (-0.951, 0.326, 0.591)  -0.04
H (-0.873, 1.101, 2.303)  0.12
H (-2.397, 1.176, 0.890)  0.08
C (0.531, -1.107, -0.709)  -0.17
C (1.330, -2.430, -1.065)  -0.15
H (0.923, -0.769, 0.122)  -0.01
H (0.395, -0.305, -1.454)  0.08
H (-0.506, -1.362, -0.470)  0.06
H (1.589, -3.140, -0.193)  0.08
H (2.265, -2.105, -1.595)  0.06
H (0.654, -3.193, -1.578)  0.07

Forces on the atoms, in the same order (eV/Å):
C -0.65 0.50 0.20
C 0.41 2.93 1.27
H 0.40 -1.92 -0.56
H -0.79 0.83 -0.40
H 0.69 -0.67 0.98
H 0.68 -1.14 -0.22
H -1.92 -0.47 -2.57
H 1.05 0.10 1.43
C -2.18 -3.16 -3.47
C -0.73 -0.71 0.04
H 2.03 2.27 4.15
H 0.80 -0.61 -0.07
H 0.07 -0.25 0.09
H -0.06 1.90 -0.65
H -0.91 -1.01 0.21
H 1.10 1.40 -0.42

Output
Structure (SMILES) = CC.CC
E_HOMO = -11.31 eV
Kohn-Sham gap = 12.376 eV
Relative energy (zero: lowest compared OMol25 entry of this formula, charge and spin) = 1.598 eV

=====

Molecular formula: C4H11N2O
Method: DFT, ωB97M-V with the def2-TZVPD basis set

Last column: Löwdin charge in e.
Positions of all 18 atoms, in Å:
N (-0.813, -2.376, 2.233)  0.31
C (-1.485, -1.311, 1.593)  -0.22
C (-0.470, -0.299, 0.978)  -0.21
N (0.579, -1.084, 0.244)  0.09
C (-0.053, 2.293, -2.416)  0.06
C (0.985, 1.435, -1.948)  -0.37
O (1.365, 1.253, -0.725)  -0.11
H (-0.285, 1.105, -2.011)  0.17
H (1.442, -0.503, 0.072)  0.10
H (-1.390, -2.673, 3.017)  0.10
H (-2.232, -0.708, 2.214)  0.16
H (-2.079, -1.699, 0.749)  0.19
H (-0.866, 0.574, 0.482)  0.09
H (0.124, 0.287, 1.848)  0.20
H (-0.039, 2.582, -3.530)  0.14
H (0.818, -1.856, 0.874)  0.06
H (-0.414, 3.129, -1.881)  0.08
H (1.767, 1.250, -2.611)  0.12

Forces on the atoms, in the same order (eV/Å):
N -1.24 1.27 -1.92
C 0.88 1.77 2.56
C 3.21 -0.31 0.50
N -0.36 1.24 2.18
C 0.66 -1.20 -1.92
C 4.43 3.28 4.67
O -1.84 0.22 -2.30
H -2.84 1.09 -1.58
H -1.26 -0.40 -0.53
H -0.12 -0.29 0.50
H 0.58 -1.20 -0.40
H 0.03 -0.36 -0.40
H -0.43 -0.39 -0.92
H -1.53 -1.58 -1.05
H -0.25 -1.54 1.67
H 0.14 0.02 -0.42
H -0.77 0.05 1.49
H 0.70 -1.66 -2.12

Output
Charge = +1
E_HOMO = -13.07 eV
Kohn-Sham gap = 4.304 eV
Relative energy (zero: lowest compared OMol25 entry of this formula, charge and spin) = 10.101 eV

=====

Molecular formula: C3H5NO
Method: DFT, ωB97M-V with the def2-TZVPD basis set

Last column: Löwdin charge in e.
Positions of all 10 atoms, in Å:
C (0.369, 1.003, -1.856)  -0.01
C (0.512, 0.144, -0.845)  -0.09
C (-0.678, -0.532, 0.895)  -0.08
N (1.661, -0.431, -1.418)  0.05
O (1.582, 0.580, -2.428)  -0.04
H (-0.270, 1.747, -2.271)  0.11
H (-0.434, -1.577, 0.896)  -0.03
H (-0.250, 0.066, 1.675)  -0.03
H (-1.658, -0.262, 0.556)  -0.03
H (2.549, -0.404, -0.924)  0.13

Forces on the atoms, in the same order (eV/Å):
C 2.33 -0.05 -3.27
C 1.18 -2.52 3.40
C -0.97 -0.56 1.70
N -2.11 -0.06 0.59
O -0.06 2.75 -2.19
H -0.17 0.24 -0.24
H 0.15 -0.30 -0.10
H 0.10 0.17 0.21
H -0.35 0.16 -0.21
H -0.12 0.17 0.10

Output
Multiplicity = 3
E_HOMO (spin up / spin down) = -5.06 / -9.38 eV
Kohn-Sham gap (spin up / spin down) = 5.908 / 6.905 eV
Relative energy (zero: lowest compared OMol25 entry of this formula, charge and spin) = 5.457 eV

=====

> Number 1 is which compound?

C4H12